{"formula": "C5H8O2P2", "method": "wB97M-V/def2-TZVPD", "symbols": ["C", "C", "C", "C", "C", "O", "O", "P", "P", "H", "H", "H", "H", "H", "H", "H", "H"], "positions_angstrom": [[1.95, 0.67, -0.31], [2.12, -0.59, -0.61], [-1.64, -2.27, 1.08], [-0.41, 1.49, -0.54], [0.73, 1.18, 0.36], [-2.22, 0.13, -2.26], [0.25, 0.22, 1.35], [-2.52, -0.93, 0.64], [-1.28, -0.13, -1.16], [2.59, 1.39, -0.61], [2.72, -1.39, -0.80], [-1.86, -2.95, 1.84], [-0.66, -2.56, 0.66], [-1.07, 2.09, 0.07], [-0.06, 2.10, -1.43], [0.95, 2.13, 0.96], [0.42, -0.60, 0.78]], "homo_lumo_gap_ev": [7.765, 7.371], "lumo_ev": [-1.53, -0.78], "total_charge": 0, "relative_energy_ev": 3.067}

=====

{"formula": "C7H37NO12", "method": "wB97M-V/def2-TZVPD", "symbols": ["C", "C", "N", "C", "C", "C", "C", "C", "H", "H", "H", "H", "H", "H", "H", "H", "H", "H", "H", "H", "H", "H", "H", "O", "H", "H", "O", "H", "H", "O", "H", "H", "O", "H", "H", "O", "H", "H", "O", "H", "H", "O", "H", "H", "O", "H", "H", "O", "H", "H", "O", "H", "H", "O", "H", "H", "O"], "positions_angstrom": [[1.24, -0.63, 1.88], [0.43, -0.52, 0.60], [2.41, 1.33, -0.79], [2.14, -0.01, -1.13], [1.25, -0.92, -0.63], [0.97, -2.26, -1.19], [1.11, -3.35, -0.40], [2.90, -0.29, -2.43], [2.24, -0.18, 1.75], [0.57, -0.05, 2.72], [1.23, -1.72, 2.17], [-0.54, -1.05, 0.68], [0.20, 0.63, 0.65], [3.03, 2.00, -1.16], [2.12, 1.66, 0.20], [0.60, -2.26, -2.14], [0.51, -4.19, -0.65], [1.60, -3.24, 0.55], [2.38, -1.17, -2.82], [3.75, -0.50, -1.95], [3.00, 0.45, -3.23], [-3.67, -2.85, -0.29], [-3.52, -3.17, -1.64], [-2.99, -2.67, -0.99], [1.37, 2.06, 2.41], [0.89, 2.92, 1.32], [1.65, 2.54, 1.61], [-1.12, 3.25, -1.03], [-1.10, 2.86, -2.60], [-1.04, 3.56, -1.98], [3.24, -1.50, 0.32], [4.71, -1.70, 0.54], [3.96, -2.00, -0.06], [-4.17, -1.66, 1.70], [-3.38, -2.99, 1.73], [-4.24, -2.54, 1.36], [-1.50, 2.52, 1.11], [-1.16, 4.06, 0.90], [-0.90, 3.19, 0.68], [-1.29, 1.09, 3.62], [-0.29, 1.87, 4.38], [-0.44, 0.96, 4.11], [-2.41, 0.76, 0.73], [-3.34, 0.89, 1.87], [-2.75, 1.47, 1.34], [-0.51, 1.23, -1.74], [0.50, 0.81, -2.76], [-0.37, 1.04, -2.75], [-2.76, -0.99, -1.08], [-2.77, 0.47, -1.77], [-2.74, -0.01, -0.94], [1.90, 4.15, -1.48], [0.64, 3.93, -2.28], [1.57, 4.17, -2.36], [-1.24, -3.59, 1.65], [-1.86, -3.93, 0.37], [-2.03, -3.94, 1.32]], "homo_lumo_gap_ev": 7.248, "lumo_ev": -0.37, "total_charge": 0, "relative_energy_ev": 4.251}

=====

{"formula": "C32H57FN4O3Si", "method": "wB97M-V/def2-TZVPD", "symbols": ["C", "C", "C", "C", "N", "C", "C", "C", "C", "C", "N", "C", "C", "C", "C", "F", "C", "N", "C", "C", "Si", "C", "C", "C", "N", "C", "H", "H", "H", "H", "H", "H", "H", "H", "H", "H", "H", "H", "H", "H", "H", "H", "H", "H", "H", "H", "H", "H", "H", "H", "H", "H", "H", "H", "H", "H", "H", "H", "H", "C", "C", "C", "O", "C", "H", "H", "H", "H", "H", "H", "H", "H", "C", "C", "C", "O", "C", "H", "H", "H", "H", "H", "H", "H", "H", "C", "C", "C", "O", "C", "H", "H", "H", "H", "H", "H", "H", "H"], "positions_angstrom": [[-1.93, 3.82, 3.04], [-2.25, 2.34, 3.59], [-3.19, 1.45, 2.64], [-2.73, 1.37, 1.11], [-1.88, 0.19, 0.77], [-0.54, 0.57, 0.26], [-0.37, 1.46, -1.01], [-1.59, 2.02, -1.89], [-2.27, 0.76, -2.65], [-1.10, 0.08, -3.55], [-0.56, -1.19, -2.92], [1.07, 1.85, -1.46], [2.28, 1.34, -0.66], [3.74, 1.82, -1.18], [4.58, 0.62, -1.85], [4.53, 2.42, -0.14], [2.15, 0.40, 0.62], [3.38, 0.01, 1.25], [3.07, -0.84, 2.35], [1.65, -1.28, 2.83], [1.40, -2.47, 4.34], [2.92, -3.59, 4.67], [-0.06, -3.63, 3.80], [0.76, -1.50, 5.87], [0.45, -0.82, 2.19], [0.72, 0.03, 1.06], [-2.70, 4.20, 2.26], [-0.93, 3.76, 2.46], [-1.79, 4.59, 3.88], [-1.28, 1.76, 3.87], [-2.82, 2.46, 4.59], [-3.36, 0.43, 3.14], [-4.23, 1.97, 2.65], [-3.70, 1.26, 0.48], [-2.24, 2.34, 0.77], [-2.35, -0.49, 0.17], [-2.36, 2.63, -1.29], [-1.15, 2.75, -2.66], [-3.18, 1.07, -3.29], [-2.59, 0.01, -1.83], [-1.56, -0.22, -4.58], [-0.18, 0.77, -3.67], [-1.02, -2.02, -3.31], [-0.76, -1.22, -1.91], [1.26, 2.51, -2.39], [3.58, 2.62, -2.00], [5.67, 0.73, -1.45], [4.65, 0.77, -2.98], [4.14, -0.41, -1.67], [3.96, -1.24, 2.96], [2.50, -4.61, 5.02], [3.40, -3.79, 3.64], [3.69, -3.15, 5.39], [-0.51, -4.15, 4.72], [0.37, -4.40, 3.04], [-0.87, -3.06, 3.20], [1.37, -0.51, 5.91], [-0.32, -1.19, 5.65], [0.89, -2.11, 6.82], [-0.21, -3.34, -7.47], [-1.69, -3.68, -7.55], [-2.24, -2.99, -6.32], [-1.42, -1.84, -6.07], [-0.25, -1.93, -6.90], [0.31, -3.40, -8.42], [0.28, -4.01, -6.76], [-2.12, -3.23, -8.45], [-1.89, -4.75, -7.57], [-2.17, -3.65, -5.44], [-3.28, -2.68, -6.44], [-0.35, -1.19, -7.70], [0.64, -1.70, -6.31], [7.54, 0.51, 6.04], [7.35, -0.31, 4.78], [6.59, -1.51, 5.29], [5.80, -1.07, 6.41], [6.24, 0.25, 6.78], [7.72, 1.57, 5.85], [8.38, 0.11, 6.61], [6.73, 0.25, 4.07], [8.28, -0.57, 4.28], [7.27, -2.29, 5.65], [5.93, -1.95, 4.53], [5.46, 0.96, 6.47], [6.35, 0.31, 7.86], [-7.42, 2.32, -3.98], [-6.74, 3.40, -3.16], [-5.83, 2.59, -2.26], [-5.47, 1.41, -2.99], [-6.30, 1.31, -4.15], [-7.82, 2.68, -4.92], [-8.24, 1.87, -3.40], [-6.15, 4.04, -3.81], [-7.44, 4.03, -2.60], [-6.36, 2.27, -1.35], [-4.93, 3.14, -1.97], [-5.68, 1.55, -5.03], [-6.67, 0.29, -4.25]], "homo_lumo_gap_ev": 7.395, "lumo_ev": -0.58, "total_charge": 0, "relative_energy_ev": 7.685, "smiles": "CCCCNc1c(CCCN)cc([C@H](C)F)c2ncc([Si](C)(C)C)nc12.C1CCOC1.C1CCOC1.C1CCOC1"}

=====

{"formula": "C2HI2N3", "method": "wB97M-V/def2-TZVPD", "symbols": ["C", "C", "N", "N", "N", "I", "I", "H"], "positions_angstrom": [[-1.14, -0.42, 0.21], [1.06, 0.81, 0.64], [-2.22, 0.10, 0.06], [-0.37, -1.26, 0.57], [1.86, 0.72, -0.20], [-2.85, 1.92, -0.31], [0.86, -2.53, -0.38], [2.80, 0.67, -0.58]], "homo_lumo_gap_ev": 8.244, "lumo_ev": -0.64, "total_charge": 0, "relative_energy_ev": 2.329}

=====

{"formula": "C5H7ClO2", "method": "wB97M-V/def2-TZVPD", "symbols": ["C", "C", "C", "C", "C", "H", "H", "H", "H", "H", "H", "H", "O", "O", "Cl"], "positions_angstrom": [[-0.83, -1.45, -1.28], [-0.55, 0.01, -0.57], [0.88, 0.45, 1.10], [1.90, 1.09, 1.82], [-1.54, 0.91, -0.13], [1.17, -0.85, -2.12], [-0.57, -2.25, -0.46], [-1.86, -1.61, -1.83], [-0.03, 0.23, 1.59], [1.88, 1.05, 3.02], [3.13, 1.36, 1.54], [-1.35, 1.66, 0.64], [0.15, -1.74, -2.28], [0.77, 0.09, -0.19], [-3.13, 1.05, -0.84]], "homo_lumo_gap_ev": 9.335, "lumo_ev": 0.29, "total_charge": 0, "relative_energy_ev": 6.009}

=====

{"formula": "C6H10NS2", "method": "wB97M-V/def2-TZVPD", "symbols": ["C", "N", "C", "S", "C", "C", "C", "C", "S", "H", "H", "H", "H", "H", "H", "H", "H", "H", "H"], "positions_angstrom": [[1.39, 1.48, -1.78], [0.84, 1.46, -0.38], [-0.64, 1.00, -0.16], [-1.41, 2.03, 1.09], [-0.55, -0.50, 0.31], [-0.68, -1.04, 1.62], [-0.40, -2.43, 1.54], [-0.21, -2.93, 0.28], [-0.19, -1.67, -0.87], [1.49, 0.40, -2.17], [0.72, 1.95, -2.53], [2.47, 1.98, -1.72], [0.82, 2.52, -0.19], [1.36, 1.10, 0.39], [-1.15, 1.01, -1.12], [-2.47, 1.33, 1.10], [-0.92, -0.60, 2.51], [-0.39, -3.18, 2.34], [-0.07, -3.89, -0.25]], "homo_lumo_gap_ev": 9.417, "lumo_ev": -3.35, "total_charge": 1, "relative_energy_ev": 0.376, "smiles": "C[NH2+][C@H](S)c1cccs1"}

=====

{"formula": "C13H18FeNO4P", "method": "wB97M-V/def2-TZVPD", "symbols": ["Fe", "O", "C", "O", "C", "C", "C", "C", "C", "N", "C", "O", "O", "H", "H", "H", "C", "C", "P", "C", "C", "C", "C", "H", "H", "H", "H", "H", "H", "H", "H", "H", "H", "H", "H", "H", "H", "H"], "positions_angstrom": [[-1.12, -0.69, 0.69], [1.85, 0.70, 2.88], [1.08, -0.01, 2.31], [-0.16, 0.31, 1.98], [1.41, -1.38, 1.80], [2.51, -2.16, 2.08], [2.56, -3.43, 1.50], [1.53, -3.88, 0.68], [0.47, -3.02, 0.46], [0.45, -1.82, 1.00], [-0.79, -3.26, -0.33], [-1.07, -4.29, -0.86], [-1.53, -2.16, -0.31], [3.28, -1.79, 2.73], [3.42, -4.07, 1.68], [1.52, -4.86, 0.24], [1.42, 3.15, -0.99], [1.35, 1.74, -0.38], [-0.33, 1.09, -0.46], [-0.83, 1.10, -2.22], [-1.81, -0.02, -2.61], [-1.44, 2.24, 0.40], [-2.69, 1.47, 0.85], [2.45, 3.48, -0.98], [0.83, 3.86, -0.41], [1.07, 3.16, -2.02], [1.65, 1.75, 0.67], [2.01, 1.05, -0.90], [0.08, 1.01, -2.81], [-1.28, 2.07, -2.42], [-1.41, -1.00, -2.38], [-2.00, 0.01, -3.69], [-2.77, 0.08, -2.11], [-1.70, 3.07, -0.26], [-0.91, 2.64, 1.26], [-3.22, 1.01, 0.00], [-3.41, 2.12, 1.35], [-2.45, 0.70, 1.60]], "homo_lumo_gap_ev": [8.132, 9.118], "lumo_ev": [-5.60, -4.47], "total_charge": 1, "multiplicity": 2, "s2": 0.89}

=====

{"formula": "C9H23N2O5Ti", "method": "wB97M-V/def2-TZVPD", "symbols": ["Ti", "O", "C", "O", "O", "H", "C", "C", "C", "O", "C", "N", "H", "H", "H", "H", "H", "H", "H", "H", "H", "H", "H", "C", "C", "C", "O", "C", "N", "H", "H", "H", "H", "H", "H", "H", "H", "H", "H", "H"], "positions_angstrom": [[-0.11, 1.58, 0.44], [-3.84, 2.44, -1.22], [-3.71, 2.09, 0.08], [-4.67, 2.28, 0.82], [-2.54, 1.82, 0.60], [-4.78, 2.61, -1.28], [2.71, -0.22, 3.82], [2.12, 0.69, 2.78], [3.05, 0.93, 1.50], [2.32, 1.35, 0.29], [3.19, 1.98, -0.61], [0.96, 0.00, 2.36], [1.95, -0.36, 4.59], [3.52, 0.28, 4.35], [3.14, -1.20, 3.61], [1.90, 1.69, 3.15], [3.45, -0.03, 1.18], [3.95, 1.46, 1.82], [2.80, 1.77, -1.60], [4.26, 1.81, -0.45], [3.04, 3.01, -0.30], [0.98, -0.99, 2.21], [0.22, 0.13, 3.04], [-0.01, -2.43, -1.12], [-0.65, -1.19, -1.79], [-2.12, -0.88, -1.31], [-3.07, -1.85, -1.47], [-3.45, -2.09, -2.82], [0.14, -0.02, -1.63], [1.04, -2.45, -1.42], [-0.50, -3.34, -1.44], [-0.13, -2.45, -0.03], [-0.60, -1.39, -2.86], [-2.47, 0.12, -1.56], [-2.19, -0.89, -0.22], [-4.39, -2.62, -2.65], [-2.82, -2.78, -3.39], [-3.76, -1.23, -3.42], [1.08, -0.37, -1.76], [-0.02, 0.75, -2.27]], "homo_lumo_gap_ev": [5.424, 8.026], "lumo_ev": [0.23, 0.13], "total_charge": 0, "multiplicity": 4, "s2": 3.75, "relative_energy_ev": 2.283}

=====

{"formula": "C27H37N3O6S2", "method": "wB97M-V/def2-TZVPD", "symbols": ["C", "C", "O", "C", "O", "C", "C", "N", "C", "O", "C", "C", "C", "C", "S", "O", "O", "N", "C", "C", "C", "C", "C", "C", "O", "C", "C", "S", "C", "C", "C", "C", "C", "C", "N", "C", "C", "C", "H", "H", "H", "H", "H", "H", "H", "H", "H", "H", "H", "H", "H", "H", "H", "H", "H", "H", "H", "H", "H", "H", "H", "H", "H", "H", "H", "H", "H", "H", "H", "H", "H", "H", "H", "H", "H"], "positions_angstrom": [[4.02, 0.25, 4.86], [4.45, 0.85, 3.54], [4.29, -0.07, 2.46], [3.07, -0.16, 1.92], [2.13, 0.53, 2.30], [2.96, -1.13, 0.84], [1.77, -1.27, 0.15], [0.62, -0.58, 0.43], [-0.51, -0.76, -0.30], [-0.55, -1.56, -1.22], [-1.69, 0.06, 0.11], [-2.93, -0.32, -0.42], [-4.07, 0.38, -0.09], [-3.97, 1.46, 0.76], [-5.43, 2.39, 1.23], [-5.36, 2.71, 2.62], [-6.60, 1.69, 0.77], [-5.18, 3.83, 0.39], [-5.96, 4.93, 0.90], [-5.07, 3.70, -1.04], [-6.38, 3.38, -1.79], [-7.23, 4.60, -2.20], [-7.33, 4.49, -3.73], [-6.99, 3.02, -3.96], [-6.01, 2.72, -3.00], [-2.76, 1.86, 1.29], [-1.61, 1.16, 0.96], [1.84, -2.43, -1.11], [3.51, -2.75, -0.72], [3.97, -2.01, 0.31], [5.37, -2.18, 0.81], [5.85, -3.61, 0.48], [7.36, -3.71, 0.74], [5.12, -4.61, 1.37], [5.64, -3.94, -0.92], [4.31, -3.75, -1.51], [3.58, -5.10, -1.57], [4.48, -3.21, -2.94], [4.56, -0.68, 5.05], [2.95, 0.04, 4.84], [4.22, 0.95, 5.67], [5.52, 1.08, 3.54], [3.88, 1.76, 3.32], [0.72, 0.06, 1.22], [-2.96, -1.17, -1.09], [-5.04, 0.11, -0.48], [-5.90, 4.89, 1.99], [-7.01, 4.88, 0.61], [-5.53, 5.87, 0.55], [-4.38, 2.89, -1.24], [-4.63, 4.63, -1.43], [-6.97, 2.69, -1.17], [-8.21, 4.56, -1.74], [-6.75, 5.54, -1.91], [-6.59, 5.12, -4.21], [-8.32, 4.75, -4.11], [-7.87, 2.39, -3.81], [-6.56, 2.81, -4.94], [-2.73, 2.70, 1.96], [-0.67, 1.48, 1.37], [5.42, -2.00, 1.88], [6.02, -1.45, 0.32], [7.91, -3.00, 0.13], [7.57, -3.50, 1.79], [7.70, -4.71, 0.51], [4.05, -4.46, 1.33], [5.44, -4.49, 2.41], [5.35, -5.62, 1.05], [6.33, -3.45, -1.48], [4.19, -5.81, -2.12], [3.39, -5.48, -0.58], [2.63, -4.97, -2.09], [4.97, -2.24, -2.93], [3.51, -3.11, -3.41], [5.09, -3.90, -3.52]], "homo_lumo_gap_ev": 7.735, "lumo_ev": -0.29, "total_charge": 0, "smiles": "CCOC(=O)c1c(NC(=O)c2ccc(S(=O)(=O)N(C)C[C@H]3CCCO3)cc2)sc2c1CC(C)(C)NC2(C)C"}

=====

{"formula": "C8H20N2O2Se2TeW", "method": "wB97M-V/def2-TZVPD", "symbols": ["W", "N", "C", "C", "C", "N", "H", "H", "H", "H", "H", "H", "H", "H", "H", "H", "O", "C", "C", "C", "O", "C", "Se", "C", "Se", "H", "H", "H", "H", "H", "H", "H", "H", "H", "H", "Te"], "positions_angstrom": [[0.11, -0.78, 1.14], [0.73, 0.54, -0.60], [1.70, 0.02, -1.62], [3.11, 0.03, -1.07], [3.25, -0.80, 0.19], [2.34, -0.27, 1.27], [-0.14, 0.78, -1.07], [1.10, 1.43, -0.24], [1.63, 0.64, -2.52], [1.38, -0.99, -1.89], [3.43, 1.06, -0.87], [3.79, -0.35, -1.83], [4.28, -0.78, 0.56], [2.98, -1.85, 0.03], [2.49, 0.73, 1.35], [2.64, -0.68, 2.15], [-0.06, -1.98, 6.45], [0.10, -0.67, 5.96], [0.02, -0.74, 4.42], [-1.36, -1.28, 4.08], [-1.50, -1.35, 2.63], [0.20, 0.72, 3.94], [-0.50, 1.30, 2.16], [1.16, -1.68, 3.97], [1.00, -2.70, 2.26], [0.01, -2.00, 7.41], [1.06, -0.23, 6.26], [-0.70, -0.01, 6.32], [-2.14, -0.63, 4.47], [-1.49, -2.28, 4.49], [-2.23, -1.93, 2.38], [1.25, 1.01, 3.97], [-0.35, 1.38, 4.61], [1.21, -2.50, 4.68], [2.12, -1.16, 4.01], [-1.30, -1.82, -0.58]], "homo_lumo_gap_ev": 6.539, "lumo_ev": -8.77, "total_charge": 2, "relative_energy_ev": 0.108}

=====

{"formula": "C11H14O2", "method": "wB97M-V/def2-TZVPD", "symbols": ["C", "O", "C", "C", "C", "C", "C", "C", "C", "O", "C", "C", "C", "H", "H", "H", "H", "H", "H", "H", "H", "H", "H", "H", "H", "H", "H"], "positions_angstrom": [[1.91, 0.56, -3.23], [1.45, 1.62, -2.43], [0.67, 1.23, -1.36], [0.09, 2.24, -0.66], [-0.58, 2.03, 0.49], [-0.72, 0.76, 0.93], [-0.30, -0.28, 0.15], [0.47, -0.11, -0.96], [-0.66, -1.68, 0.53], [-0.08, -2.60, -0.41], [-0.45, -2.05, 1.98], [-0.64, -0.86, 3.00], [-1.39, 0.29, 2.17], [1.21, 0.05, -3.91], [2.66, 1.11, -3.88], [2.50, -0.11, -2.65], [0.19, 3.26, -0.91], [-0.93, 2.69, 1.33], [0.74, -1.00, -1.48], [-1.85, -1.72, 0.21], [-0.76, -3.31, -0.54], [-1.09, -2.92, 2.22], [0.74, -2.30, 1.92], [0.30, -0.83, 3.53], [-1.29, -1.18, 3.78], [-1.21, 1.16, 2.86], [-2.49, 0.05, 2.10]], "homo_lumo_gap_ev": 8.920, "lumo_ev": 0.70, "total_charge": 0, "relative_energy_ev": 2.648, "smiles": "COc1ccc2c(c1)[C@@H](O)CCC2"}

=====

{"formula": "C4H10N2O", "method": "wB97M-V/def2-TZVPD", "symbols": ["C", "N", "C", "C", "O", "N", "C", "H", "H", "H", "H", "H", "H", "H", "H", "H", "H"], "positions_angstrom": [[-1.75, -0.88, 0.18], [-0.92, 0.25, -0.20], [-1.50, 1.53, 0.16], [0.45, 0.13, 0.10], [0.90, -0.81, 1.04], [1.20, -0.96, -0.40], [2.62, -0.67, -0.60], [-1.98, -0.88, 1.26], [-1.23, -1.81, -0.06], [-2.69, -0.84, -0.38], [-0.89, 2.34, -0.26], [-2.50, 1.61, -0.28], [-1.59, 1.68, 1.25], [0.95, 1.10, 0.16], [2.98, 0.09, 0.12], [3.19, -1.59, -0.46], [2.76, -0.30, -1.62]], "homo_lumo_gap_ev": 9.894, "lumo_ev": 1.05, "total_charge": 0, "relative_energy_ev": 3.856, "smiles": "CN(C)[C@H]1ON1C"}